9
Properties=species:S:1:pos:R:3:mulliken_spin:R:1 method="wB97M-V/def2-TZVPD" e_lumo_ev="1.158 / -2.145" relative_energy_kj_mol=254.6 multiplicity=3 orbital_gap_ev="6.44 / 7.76" homo_ev="-5.28 / -9.90"
C 0.5040 0.1137 -1.0441 0.7013
C -0.1885 0.7918 0.0622 0.0522
C -0.0258 -0.6282 0.8013 0.0714
N 0.6659 -1.0278 -0.4653 1.0369
H 0.6507 0.3090 -2.0730 0.0136
H 0.4185 1.6279 0.4042 0.0267
H -1.2481 1.1284 -0.0927 0.0454
H 0.4690 -0.9145 1.6923 -0.0040
H -1.2456 -1.4003 0.7151 0.0564


43
Properties=species:S:1:pos:R:3:mulliken_charge:R:1 method="wB97M-V/def2-TZVPD" charge=+1 e_lumo_ev=-3.480 orbital_gap_ev=7.77 homo_ev=-11.24
C -0.6782 0.1813 1.3000 -1.1751
C -1.9941 0.1158 0.5345 -0.5428
C -2.3448 -1.3388 0.2268 -0.4666
I -3.2985 -2.3526 1.8296 0.3065
S -3.4984 -1.3963 -1.1795 0.1612
C -2.4450 -1.1417 -2.6340 -0.6595
C -1.2797 -2.1219 -2.7878 -0.4608
C 0.0552 -1.3796 -2.7283 -0.5585
O 1.1642 -2.2377 -2.7650 -0.4806
H -0.7425 -0.3722 2.2384 0.3307
H -0.4463 1.2159 1.5351 0.2961
H 0.1446 -0.2336 0.7128 0.2546
H -1.9108 0.6939 -0.3926 0.2333
H -2.7944 0.5783 1.1107 0.5122
H -1.4695 -1.9272 -0.0423 0.4707
H -3.6387 -2.7329 -1.2747 0.2647
H -2.1076 -0.1079 -2.5188 0.3924
H -3.1424 -1.1505 -3.4720 0.5018
H -1.2856 -2.8887 -2.0094 0.2849
H -1.3788 -2.6473 -3.7394 0.4665
H 0.0924 -0.6176 -3.5169 0.3826
H 0.1218 -0.8499 -1.7727 0.1639
H 1.2052 -2.6940 -3.6082 0.3209
C 3.7691 -1.3621 -0.5286 -0.8864
C 5.2782 -1.2632 -0.5212 0.7220
O 5.8387 -0.2036 -0.6610 -0.5405
C 6.0381 -2.5532 -0.3339 -1.0999
H 3.3455 -0.3702 -0.6706 0.2615
H 3.4297 -2.0257 -1.3254 0.2474
H 3.4203 -1.7852 0.4163 0.3385
H 5.7786 -3.2587 -1.1257 0.3114
H 5.7576 -3.0193 0.6128 0.3231
H 7.1072 -2.3599 -0.3473 0.3057
C -1.5123 3.7881 4.0610 -1.1395
C -1.9426 3.8287 2.6193 0.8227
O -2.2006 2.8146 2.0030 -0.4813
C -2.0402 5.1878 1.9809 -1.1643
H -1.4780 2.7625 4.4190 0.2773
H -0.5315 4.2550 4.1699 0.3403
H -2.2055 4.3701 4.6712 0.3706
H -1.0739 5.6932 2.0324 0.3565
H -2.7475 5.8073 2.5354 0.3480
H -2.3590 5.0992 0.9460 0.2880


13
Properties=species:S:1:pos:R:3:mulliken_charge:R:1 method="wB97M-V/def2-TZVPD" e_lumo_ev=0.873 relative_energy_kj_mol=415.1 orbital_gap_ev=8.16 homo_ev=-7.28
C -1.8063 -0.1076 0.5623 -1.2586
C -0.5425 -0.7907 0.0958 0.0309
C -0.0100 -0.5369 -1.2914 -0.6164
N 0.6191 0.0302 -0.1590 0.0819
C 1.5235 0.7782 0.3242 0.1030
O 2.4932 1.2965 -0.4506 -0.4663
H -1.8028 0.0827 1.6423 0.3153
H -2.6666 -0.7444 0.3307 0.3095
H -1.9307 0.8361 0.0237 0.3282
H -0.2800 -1.6936 0.6591 0.3302
H 0.5904 -1.3395 -1.7304 0.1912
H 2.2468 1.1269 -1.3757 0.3165
H 1.5659 1.0619 1.3689 0.3347


33
Properties=species:S:1:pos:R:3:mulliken_charge:R:1 method="wB97M-V/def2-TZVPD" charge=+1 e_lumo_ev="-3.095 / -3.095" relative_energy_kj_mol=317.0 orbital_gap_ev="7.55 / 7.55" homo_ev="-10.64 / -10.64"
C -1.1844 3.1467 -1.4457 -0.7073
C -0.7115 3.9231 -0.4771 -0.0392
C -0.8117 1.5897 0.0404 -0.0642
C 2.3397 -1.9692 -0.0379 -0.6197
C 2.4599 -0.4480 -0.3773 -0.8519
C -1.5500 -0.7371 -0.2784 -1.4755
C 1.3340 -2.5144 -1.0256 -0.5434
C -0.8427 -1.2226 -1.5672 -1.0271
C 1.1024 -0.1502 -0.9101 -0.2515
C -0.7195 0.2733 0.4666 0.3005
C -1.4319 0.3739 2.9718 -0.8581
N -1.2633 1.8595 -1.1451 -0.3784
N 0.5435 -1.3564 -1.2868 0.2390
N -0.4121 -0.0149 1.8690 -0.0483
S -0.2518 2.9964 0.9030 -0.1019
H -1.8586 3.5145 -2.1927 0.3507
H -0.5904 5.0511 -0.3963 0.3619
H 3.4450 -2.4565 -0.0777 0.3442
H 2.0553 -2.1207 0.9718 0.2611
H 2.8833 0.1693 0.3391 0.4096
H 3.2755 -0.3158 -1.0986 0.4216
H -2.3420 -0.3333 -0.6315 0.5999
H -1.6830 -1.5260 0.3672 0.5176
H 1.8515 -2.8498 -1.9744 0.3296
H 0.7822 -3.4584 -0.7429 0.3178
H -1.1976 -2.1153 -1.9145 0.5360
H -1.0477 -0.5017 -2.2939 0.4695
H 0.9335 0.6297 -1.6442 0.4605
H -2.4196 -0.2156 2.7626 0.2904
H -1.0478 -0.0411 3.8803 0.4247
H -1.6769 1.3976 2.7394 0.3507
H -0.3721 -1.0805 1.9733 0.4810
H 0.4089 0.5027 2.2336 0.5002


89
Properties=species:S:1:pos:R:3:mulliken_spin:R:1 method="wB97M-V/def2-TZVPD" charge=+2 e_lumo_ev="-6.116 / -6.880" relative_energy_kj_mol=298.2 multiplicity=6 orbital_gap_ev="5.18 / 5.36" homo_ev="-11.30 / -12.24"
Fe -0.8022 0.8235 -1.8187 2.5071
C 0.3634 3.4002 -1.5427 -0.0076
C 1.6327 2.4424 -1.7891 0.0067
N 1.3175 1.0241 -1.7264 -0.0552
C 1.8811 0.2592 -2.8352 -0.0219
C 0.9039 -0.7282 -3.4567 0.0376
C 1.1860 -1.6274 -4.4874 -0.0015
C 0.0640 -2.2333 -5.1354 0.0194
C -1.2532 -1.9724 -4.6817 -0.0088
C -1.4677 -1.0126 -3.7027 0.0653
C -2.8073 -0.5352 -3.2362 -0.0159
N -2.4936 0.4900 -2.1287 0.3605
C -3.6894 1.0952 -1.5981 -0.0463
C -2.2725 3.2970 -1.3999 -0.0321
N -0.9085 2.7340 -1.0828 0.0629
N -0.3966 -0.4179 -3.1675 0.0106
H 0.2965 4.0842 -2.4451 -0.0030
H 0.7162 3.9984 -0.6775 -0.0046
H 2.4719 2.7514 -1.1701 0.0039
H 1.8692 2.7327 -2.8553 -0.0078
H 1.6018 0.7153 -0.7760 -0.0200
H 2.8089 -0.3177 -2.4953 0.0009
H 2.1764 1.0227 -3.6174 -0.0006
H 2.1827 -1.6998 -4.8510 -0.0003
H 0.2156 -2.6836 -6.1493 0.0002
H -2.1522 -2.4966 -5.1052 -0.0001
H -3.3731 -1.3780 -2.7240 0.0060
H -3.3055 -0.0994 -4.1159 0.0066
H -3.2776 1.3349 2.0645 0.0115
H -5.0141 -0.3794 -1.4188 -0.0030
H -4.2775 1.3380 -2.5899 0.0554
H -2.4677 4.2178 -0.8810 0.0177
H -2.3008 3.4942 -2.4799 -0.0214
H -0.8527 2.6214 -0.0459 0.0114
N -4.5426 -7.3103 -1.4149 0.0837
C -4.2278 -6.2913 -1.0265 -0.0232
C -4.0472 -4.9377 -0.6730 0.1797
C -2.9694 -4.5081 0.0964 -0.1066
C -2.8733 -3.2058 0.5557 0.2251
C -3.9045 -2.2218 0.1847 -0.0895
C -5.0422 -2.7601 -0.5606 0.1927
C -5.1129 -4.0750 -0.9562 -0.1011
C -3.6937 -0.7928 0.2105 0.3017
C -2.4465 -0.3496 0.8846 -0.0175
C -1.0661 -0.8001 0.8838 0.1891
C -0.3511 0.0673 1.7950 -0.0283
C -1.2430 1.0598 2.2561 0.0522
N -2.4829 0.7724 1.8408 0.0338
C -4.5068 0.1861 -0.6569 0.1850
C -5.4117 0.9530 0.2336 0.4946
C -5.4200 2.3069 0.3806 -0.1536
C -4.3416 3.0335 -0.2032 0.5101
N -3.3983 2.3935 -0.9641 0.1120
H -2.1519 -5.1556 0.1782 -0.0039
H -2.1401 -3.0107 1.3073 0.0121
H -5.9490 -2.1829 -0.7084 0.0036
H -5.9781 -4.4249 -1.5351 -0.0026
H -0.7157 -1.6777 0.3815 -0.0194
H 0.6574 0.1113 2.1247 -0.0009
H -1.0423 1.9082 2.8239 0.0056
H -6.2197 0.3957 0.8188 -0.0025
H -6.1868 2.8649 0.8770 0.0042
H -4.3108 4.1386 -0.1056 0.0333
C 6.3590 -0.9031 3.2690 0.0000
N 5.1653 -0.9667 2.4918 0.0000
N 4.2983 0.1347 2.5643 -0.0001
C 3.5074 0.1735 1.4225 -0.0007
O 2.5730 1.0064 1.1838 -0.0026
C 3.9076 -0.8791 0.5409 0.0006
C 4.8854 -1.6123 1.3116 0.0000
C 5.4228 -2.8754 0.8438 0.0000
C 4.1925 1.1425 3.5928 0.0000
C 4.5553 0.9553 4.9167 0.0000
C 4.4972 1.9558 5.8412 0.0000
C 4.2734 3.3057 5.4257 0.0000
C 3.8450 3.5334 4.1349 0.0000
C 3.8300 2.5094 3.1871 -0.0001
H 7.1121 -1.5798 2.8992 0.0000
H 6.2952 -1.0387 4.3313 0.0000
H 6.8700 0.0616 3.0538 0.0000
H 3.4734 -0.9624 -0.4200 0.0001
H 4.6330 -3.5170 0.4518 0.0000
H 5.7977 -3.4386 1.7340 0.0000
H 6.1594 -2.6849 0.0705 0.0000
H 4.6739 -0.0561 5.2687 0.0000
H 4.7236 1.7201 6.8645 0.0000
H 4.4918 4.0749 6.1850 0.0000
H 3.3808 4.4473 3.8257 0.0000
H 3.6203 2.7120 2.1032 0.0000


13
Properties=species:S:1:pos:R:3:mulliken_spin:R:1 method="wB97M-V/def2-TZVPD" e_lumo_ev="0.923 / -2.093" relative_energy_kj_mol=186.2 multiplicity=3 orbital_gap_ev="6.32 / 7.93" homo_ev="-5.40 / -10.02"
C 0.7556 1.0801 -0.4965 -0.0089
C -1.9208 1.2318 -0.3733 0.1038
C 1.9176 -1.3331 0.4471 0.9232
C -1.3043 0.0591 -0.3434 -0.0462
C 0.5883 -1.0238 0.4473 0.7194
N 1.4047 2.0079 -0.6158 0.0780
N 0.0748 -0.0372 -0.3018 0.1781
H -3.0611 1.3119 -0.2495 0.0027
H -1.3023 2.0876 -0.0569 0.0006
H 2.2605 -2.1563 1.0259 0.0213
H 2.5872 -0.8680 -0.2133 0.0248
H -1.8507 -0.8109 -0.2418 -0.0171
H -0.1494 -1.5492 0.9720 0.0203